The following is a DFT calculation (the ωB97M-V functional and the def2-TZVPD basis) of a 6-piece molecular cluster, C32H77ClNO9P2 overall.

The geometry in XYZ format:
```
122
Properties=species:S:1:pos:R:3:forces:R:3
C -6.132820 5.477488 -1.181440 0.0 0.1 0.3
C -5.056952 5.406839 -0.081687 -0.1 0.3 -0.2
C -3.662254 5.883091 -0.535995 -0.1 -0.3 0.0
C -3.218183 5.345207 -1.920195 0.1 0.3 0.1
C -1.711004 4.973929 -1.999986 -0.1 0.0 0.2
C -1.439905 3.499044 -2.433443 0.0 0.3 0.1
C -0.658135 2.687140 -1.364887 -0.3 -0.2 -0.7
C 0.825288 2.333913 -1.607556 0.3 -0.4 1.6
C 1.121144 1.066795 -0.773326 -0.4 0.0 -0.6
P 2.020180 3.740632 -1.075013 0.1 0.4 -0.3
O 3.342894 2.844405 -0.692456 -0.7 -0.1 -0.1
Cl 1.242929 4.199676 0.771688 0.1 -0.3 -0.2
N 1.064588 2.004868 -3.063502 0.2 0.5 0.0
C 2.472027 1.641626 -3.399892 0.2 -0.3 -0.6
C 0.648452 3.130893 -3.967409 -0.5 -0.1 -0.4
C -0.849983 3.417351 -3.872678 -0.3 0.0 0.3
P -1.746553 2.232455 -4.912582 0.0 -0.1 -1.0
O -1.141150 2.069913 -6.249793 -0.4 0.0 1.0
O -1.745791 0.848083 -4.049864 0.2 0.9 -0.4
O -3.279984 2.740858 -4.875946 1.0 -0.4 0.4
H -6.069234 4.616324 -1.853560 0.0 0.2 -0.1
H -6.033272 6.404534 -1.759085 0.0 -0.2 0.0
H -7.139079 5.487769 -0.746411 0.2 -0.1 -0.1
H -5.374889 6.064355 0.738124 0.1 -0.3 0.0
H -4.989288 4.382995 0.311909 -0.1 0.2 0.0
H -3.651882 6.978023 -0.550386 0.1 -0.1 0.0
H -2.933732 5.567641 0.223447 -0.1 0.1 -0.1
H -3.847748 4.488880 -2.184870 0.2 0.0 0.0
H -3.419551 6.118603 -2.671892 -0.1 -0.3 0.1
H -1.272542 5.150445 -1.008528 0.0 -0.1 -0.2
H -1.206509 5.673557 -2.677259 0.0 -0.2 0.1
H -2.429841 3.025290 -2.482358 0.2 0.1 0.1
H -1.177483 1.731841 -1.217952 0.1 0.1 0.0
H -0.749016 3.214880 -0.415654 0.1 -0.2 0.0
H 2.172651 0.799046 -0.748291 0.0 0.1 0.2
H 0.568243 0.221126 -1.215825 0.1 0.1 0.2
H 0.727395 1.211022 0.236246 0.2 0.0 -0.1
H 4.135013 3.331144 -0.931900 0.3 0.2 0.1
H 0.483780 1.183826 -3.268646 -0.1 0.1 0.0
H 3.104549 2.531728 -3.356917 -0.2 -0.2 0.2
H 2.474257 1.285513 -4.436813 0.0 0.1 0.2
H 2.843636 0.843869 -2.760703 -0.1 0.2 0.1
H 1.239592 4.014335 -3.717427 0.0 -0.2 0.1
H 0.881368 2.806972 -4.987947 0.1 0.2 0.1
H -1.011703 4.398359 -4.339925 0.0 -0.3 -0.1
H -2.539483 0.794118 -3.513630 -0.3 -0.3 0.3
H -3.674646 2.673801 -5.751406 -0.2 0.0 -0.3
C 3.187180 1.313644 2.455255 -0.1 -0.1 0.1
C 3.792242 0.124074 1.731608 -0.1 -0.1 -0.2
O 4.611427 -0.708925 2.512556 0.3 0.0 0.1
C 4.002633 -1.308810 3.646907 -0.2 0.0 0.1
C 2.780973 -2.139342 3.304374 -0.1 0.0 -0.1
H 3.963674 1.951310 2.880228 0.0 0.0 0.0
H 2.593492 1.897107 1.747759 0.1 0.0 0.1
H 2.527241 1.002547 3.268035 0.0 0.0 0.0
H 4.436807 0.478845 0.924959 0.0 0.0 0.0
H 2.996323 -0.471531 1.263850 -0.1 0.0 0.0
H 3.746853 -0.551654 4.395043 0.0 0.0 0.0
H 4.769074 -1.940858 4.092305 0.1 0.0 -0.1
H 1.988363 -1.527805 2.867366 0.0 0.0 0.1
H 2.378047 -2.610216 4.201425 0.1 0.0 0.0
H 3.034129 -2.919723 2.584012 0.0 0.0 0.0
C 4.412953 1.182520 7.299794 0.0 -0.1 0.0
C 3.070486 0.489901 7.136052 0.0 0.1 0.0
O 3.136920 -0.922298 7.216799 -0.1 0.0 -0.2
C 3.628840 -1.452907 8.437687 0.0 0.0 0.1
C 2.810963 -1.066635 9.657236 -0.1 0.1 -0.1
H 5.122349 0.821578 6.552872 0.0 0.0 0.0
H 4.294483 2.259892 7.177575 0.0 0.0 0.0
H 4.847018 1.007814 8.284493 0.0 0.0 0.0
H 2.675837 0.704885 6.140834 0.0 -0.1 0.0
H 2.343143 0.883886 7.854288 0.0 0.0 0.0
H 4.680513 -1.180301 8.577396 0.0 0.0 0.0
H 3.599760 -2.534590 8.306103 0.0 0.0 0.0
H 2.820421 0.009239 9.836009 0.1 0.0 0.0
H 3.216839 -1.552780 10.544631 0.0 0.0 0.0
H 1.772434 -1.377698 9.535424 0.0 0.0 0.0
C -0.058954 -5.054131 -0.240141 0.1 0.0 0.0
C 0.020075 -3.719112 -0.957531 0.0 -0.1 0.0
O 1.113706 -2.910887 -0.542126 -0.1 0.3 0.0
C 2.406353 -3.463365 -0.731962 0.1 0.0 0.0
C 2.738216 -3.784852 -2.178748 -0.1 0.0 0.0
H -0.122513 -4.902161 0.838603 0.0 0.0 0.0
H -0.939999 -5.605579 -0.569337 0.0 0.0 0.0
H 0.814083 -5.677722 -0.437346 0.0 0.0 -0.1
H -0.876709 -3.140064 -0.732310 0.1 0.1 0.0
H 0.036236 -3.861887 -2.043524 0.0 0.0 0.0
H 2.540373 -4.349041 -0.102642 0.0 0.0 0.0
H 3.096965 -2.706251 -0.355646 0.0 0.0 0.0
H 2.078612 -4.548723 -2.591465 0.0 0.0 0.0
H 3.760913 -4.155419 -2.252217 0.0 0.0 0.0
H 2.646670 -2.892579 -2.802366 0.0 0.0 0.0
C -4.315822 0.091037 1.975130 0.0 0.0 0.1
C -3.123999 0.647692 1.217707 0.0 0.0 0.0
O -2.008326 0.960296 2.033647 0.1 0.1 -0.1
C -1.459431 -0.129327 2.764700 0.1 -0.1 0.1
C -0.930081 -1.250181 1.889065 -0.1 0.1 -0.1
H -4.635065 0.789732 2.748971 0.0 0.0 0.0
H -5.148292 -0.076010 1.290812 0.0 0.0 0.0
H -4.087065 -0.860778 2.454825 0.0 0.0 -0.1
H -3.405167 1.592750 0.747731 0.0 0.0 0.0
H -2.831611 -0.037900 0.410515 0.0 0.0 0.0
H -2.188560 -0.506902 3.487796 0.0 0.0 0.0
H -0.640239 0.299034 3.343609 0.0 0.1 0.0
H -1.716023 -1.711664 1.288744 0.0 -0.1 0.1
H -0.476023 -2.030826 2.499392 0.0 0.0 0.0
H -0.172787 -0.870932 1.202679 0.1 -0.1 0.0
C -0.130606 -6.286385 -4.844309 0.0 0.1 0.0
C -1.439888 -6.569621 -4.126791 0.1 -0.1 0.0
O -2.220606 -5.412072 -3.881197 0.0 0.1 0.2
C -2.627373 -4.684099 -5.027151 0.0 0.0 -0.1
C -3.472255 -5.481736 -6.004836 0.0 -0.1 0.1
H 0.469417 -5.572738 -4.275669 0.0 0.0 0.0
H 0.439813 -7.208487 -4.958725 0.0 0.0 0.0
H -0.288489 -5.869845 -5.839718 0.0 -0.1 0.0
H -1.224921 -6.992160 -3.144697 -0.1 0.1 0.0
H -2.023080 -7.320007 -4.670363 0.0 0.0 0.0
H -1.758051 -4.251299 -5.536030 0.0 0.0 0.0
H -3.211863 -3.849524 -4.637526 0.0 0.0 0.0
H -2.924503 -6.322837 -6.430686 0.0 0.0 0.0
H -3.789946 -4.842634 -6.829269 0.0 0.0 0.0
H -4.359975 -5.876164 -5.508855 0.0 0.0 0.0
```
Positions in Å, forces in eV/Å.

Calculated values
HOMO-LUMO gap ... 8.7 eV
Calculated total energy ... -3140.107302 Eh
Charge ... +1

=====

The following is a DFT calculation (the ωB97M-V functional and the def2-TZVPD basis) of C3H7HgO3 as an isolated structure.

The geometry in XYZ format:
```
14
Properties=species:S:1:pos:R:3:forces:R:3
C 1.014061 0.686905 2.548774 -0.2 0.2 -0.1
O 1.644194 -0.148060 1.714016 1.4 2.5 6.4
H 1.140827 0.518972 3.627242 0.0 -0.1 -0.5
H 0.808584 1.711413 2.203007 0.1 -0.4 0.1
H -1.260749 0.758363 0.765456 -1.3 -1.4 -2.4
O 1.365635 -1.223404 -1.756786 -0.1 -1.0 -2.8
C 0.102585 -0.783317 -1.920491 -1.6 0.1 -1.1
O -0.389664 -0.551608 -0.559441 -4.4 1.1 -2.4
C -1.471449 0.325799 -0.348372 0.5 1.6 2.0
Hg 1.441624 -0.980068 0.131558 5.0 -2.5 0.1
H -0.592367 -1.527997 -2.358341 0.4 0.2 -0.1
H 0.014407 0.173351 -2.475443 0.1 -0.2 0.2
H -1.409243 1.229221 -0.970623 0.2 -0.3 -0.2
H -2.408444 -0.189572 -0.600555 0.0 0.3 0.8
```
Positions in Å, forces in eV/Å.

Calculated values
HOMO-LUMO gap (spin up / spin down) ... 7.3 / 9.8 eV
Relative energy (zero: lowest compared OMol25 entry of this formula, charge and spin) ... 19.4 kcal per mole
Calculated total energy ... -497.406446 Eh
2S+1 ... 2
Charge ... 0

=====

The following is a DFT calculation (the ωB97M-V functional and the def2-TZVPD basis) of C16H21BCl2O4Pd as an isolated structure.

The geometry in XYZ format:
```
45
Properties=species:S:1:pos:R:3:forces:R:3
C 0.402525 -1.682558 -2.777671 0.3 2.0 0.0
C 1.296876 -0.556371 -3.030420 -1.1 -0.1 0.9
C 0.588886 0.643393 -2.630264 -0.3 -1.0 -0.6
C 2.610169 -0.587097 -3.707120 -0.1 -0.7 -0.4
C -0.793838 0.264520 -2.355369 1.0 -1.8 -0.6
C -0.876617 -1.146478 -2.442043 0.2 1.3 0.0
C -2.092483 -1.970493 -2.264374 -0.5 0.0 0.2
C 0.743204 -3.105784 -2.925136 -0.4 -0.1 -0.2
C 1.116432 2.030489 -2.714890 -0.3 -0.1 -0.5
C -1.911873 1.200329 -2.153048 -0.2 0.1 0.2
Pd 1.510825 -0.206903 -0.897580 -2.4 -1.6 0.9
Cl 3.675419 0.355799 -0.640757 1.9 0.5 0.1
Cl 0.675053 1.395006 0.874738 -0.3 0.2 0.4
O -1.948883 0.477827 1.446194 -0.7 1.1 -0.9
H 2.939372 -1.638367 -3.774742 0.1 0.5 -0.2
H 3.337701 -0.046568 -3.127781 0.5 0.3 0.0
H 2.501106 -0.145883 -4.705232 0.3 -0.2 -0.1
H 2.113831 2.013809 -2.301779 0.4 0.4 0.0
H 0.490517 2.689137 -2.115014 0.1 0.2 0.0
H 1.132537 2.374364 -3.756724 0.1 0.3 0.0
H -1.578564 2.099744 -1.638166 -0.1 0.1 0.1
H -2.694445 0.720634 -1.568646 -0.1 0.1 0.1
H -2.336176 1.501654 -3.116488 -0.1 0.1 0.0
H -2.999137 -1.345621 -2.184954 0.3 -0.2 0.0
H -1.999930 -2.564794 -1.352188 0.1 0.0 0.2
H -2.223719 -2.636560 -3.121226 -0.1 -0.1 -0.1
H 1.808803 -3.218620 -3.057552 0.3 -0.2 -0.1
H 0.224608 -3.418785 -3.833037 0.1 -0.6 -0.2
H 0.420604 -3.737196 -2.091573 -0.1 0.4 0.1
H -2.290023 1.179927 0.849885 0.5 -0.8 0.6
O -0.346652 -2.377647 0.373900 0.0 3.3 1.1
H -0.481293 -1.445325 0.870146 0.3 -3.5 -1.7
O -0.321121 -0.246951 2.969763 0.0 0.7 0.3
B -0.783906 0.869369 2.094268 0.5 -0.2 0.3
O -0.857938 2.095986 2.979996 -0.2 -0.5 -0.2
C -0.511390 1.672004 4.189972 -0.3 1.6 0.6
C -0.480853 2.391223 5.385274 -0.2 0.5 -0.3
C -0.142031 1.723557 6.546255 -0.9 4.0 0.3
C 0.162958 0.346168 6.541705 0.9 -3.1 0.9
C 0.152793 -0.376514 5.366196 0.2 -1.2 -1.0
C -0.190253 0.256235 4.194464 0.3 -1.5 -0.3
H -0.743809 3.461710 5.336247 0.2 -0.6 0.3
H -0.119036 2.288060 7.485967 0.0 -0.2 -0.4
H 0.407346 -0.152945 7.474249 0.0 0.0 -0.1
H 0.412410 -1.443501 5.304538 -0.2 0.5 0.2
```
Positions in Å, forces in eV/Å.

Calculated values
HOMO-LUMO gap (spin up / spin down) ... 3.5 / 4.5 eV
Relative energy (zero: lowest compared OMol25 entry of this formula, charge and spin) ... 0.0 kcal per mole
Calculated total energy ... -1996.347464 Eh
2S+1 ... 5
Charge ... -2

=====

The following is a DFT calculation (the ωB97M-V functional and the def2-TZVPD basis) of C5H11N as an isolated structure.

The geometry in XYZ format:
```
17
Properties=species:S:1:pos:R:3:forces:R:3
C 2.414377 -0.607811 0.186136 -0.2 -0.1 0.0
C 1.253977 0.006983 -0.602611 -0.8 -0.6 0.1
C -0.160515 0.023610 0.206195 1.2 -1.6 -1.1
C -0.733743 1.395502 0.576016 1.1 -0.8 -0.2
N -1.261641 0.567753 -0.530752 0.5 -0.4 -0.2
C -2.506392 -0.170924 -0.321150 0.0 0.1 0.1
H 2.796789 0.058569 0.971746 -0.2 -0.1 -0.2
H 2.083241 -1.533492 0.664212 0.1 0.0 0.0
H 3.263829 -0.856494 -0.462370 -0.2 0.1 0.1
H 1.598899 0.967097 -1.066142 -0.8 -0.4 0.6
H 0.928931 -0.595192 -1.441437 0.5 -0.4 -0.4
H -0.239274 -0.809712 0.886976 -0.3 -0.3 0.0
H 0.451975 1.299904 0.295002 -2.3 3.7 1.5
H -1.366237 1.383603 1.493554 1.1 0.2 -0.5
H -2.478423 -1.083048 -0.934138 0.0 0.3 0.2
H -3.365369 0.423783 -0.650345 0.2 0.0 0.1
H -2.680427 -0.470139 0.729101 0.1 0.1 -0.1
```
Positions in Å, forces in eV/Å.

Calculated values
HOMO-LUMO gap ... 9.2 eV
Relative energy (zero: lowest compared OMol25 entry of this formula, charge and spin) ... 106.0 kcal per mole
Calculated total energy ... -251.693605 Eh
Charge ... 0